w.
14
Properties=species:S:1:pos:R:3 method="wB97M-V/def2-TZVPD" e_lumo_ev=0.256 gap_ev=8.67 homo_energy_ev=-8.41 mol_weight_g_mol=124.2 spin_multiplicity=1
C 2.21665 1.19490 -0.33787
S 2.77878 -0.43351 -0.35109
S 1.56892 -1.22924 1.16647
H 1.64148 1.36095 0.55845
H 3.08786 1.89206 -0.29954
H 1.58662 1.46402 -1.19255
H 0.51540 -0.37172 0.62779
N -2.07941 -1.17004 0.58302
C -2.13077 -0.03443 -0.16166
N -1.53267 0.13545 -1.32733
H -1.18602 -1.73758 0.61280
H -2.47827 -1.10635 1.52649
H -2.58368 0.80803 0.32575
H -1.40490 -0.77254 -1.73073


x.
14
Properties=species:S:1:pos:R:3 method="wB97M-V/def2-TZVPD" e_lumo_ev=0.514 gap_ev=9.39 homo_energy_ev=-8.88 mol_weight_g_mol=124.2 spin_multiplicity=1
C -0.22257 1.21905 0.78034
C -2.12048 0.50209 -0.66983
H 4.45188 -0.03451 -1.21843
H 5.79794 -1.44870 -0.61017
H -0.51540 1.08325 1.90367
H 0.47880 0.35821 0.59875
H 0.40035 2.23716 0.83259
H -2.90678 0.84416 -1.28121
H -2.82405 -1.21042 -1.46138
H -2.34034 -1.50633 1.58372
N -1.39425 1.36102 -0.04748
N -2.24157 -0.87896 -0.72786
S 4.96646 -0.55781 -0.06002
S -1.53000 -1.96823 0.37731


Name the least stable of them. x.


w.
8
Properties=species:S:1:pos:R:3 method="wB97M-V/def2-TZVPD" e_lumo_ev="-0.609 / -0.609" gap_ev="8.63 / 8.63" homo_energy_ev="-9.24 / -9.24" mol_weight_g_mol=69.1 spin_multiplicity=1
O 1.04445 1.31999 -0.31271
C -1.18830 0.46385 0.06400
C -0.97494 -0.77775 -0.08424
N 0.37215 -0.78164 0.36552
C 1.26644 0.15100 0.00182
H -1.30846 1.50409 0.27697
H -1.50295 -1.68204 -0.35819
H 2.29436 -0.24137 0.05052


x.
8
Properties=species:S:1:pos:R:3 method="wB97M-V/def2-TZVPD" e_lumo_ev=0.894 gap_ev=11.23 homo_energy_ev=-10.33 mol_weight_g_mol=69.1 spin_multiplicity=1 smiles="C#CC(N)=O"
C -0.63005 0.33671 -0.30597
C 0.06767 -0.08452 0.90316
C 0.58538 -0.42601 1.94341
H 0.95310 -0.39402 -1.37462
H -0.31215 0.35257 -2.32114
H 0.99259 -0.73815 2.87991
N 0.09637 0.14970 -1.43346
O -1.75291 0.80371 -0.29129


y.
8
Properties=species:S:1:pos:R:3 method="wB97M-V/def2-TZVPD" e_lumo_ev=0.060 gap_ev=10.14 homo_energy_ev=-10.08 mol_weight_g_mol=69.1 spin_multiplicity=1 smiles="O=C[C@H]1C=N1"
C -0.85709 -0.45417 0.46137
C 1.29220 0.31294 -0.77645
C 0.43853 0.27924 0.46538
N 0.05594 -1.06120 1.14584
O 1.77499 1.37506 -1.08966
H -1.79505 -0.49815 -0.13030
H 1.32357 -0.65766 -1.22911
H 0.44602 1.18604 0.92701


z.
8
Properties=species:S:1:pos:R:3 method="wB97M-V/def2-TZVPD" e_lumo_ev=0.423 gap_ev=11.21 homo_energy_ev=-10.79 mol_weight_g_mol=69.1 spin_multiplicity=1 smiles="N#CCC=O"
O -2.12401 0.56612 -0.26062
C -0.95817 0.66443 0.01413
C -0.00377 -0.50567 -0.04480
C 1.37019 -0.12000 -0.33431
N 2.47983 -0.01762 -0.03615
H -0.51083 1.61328 0.37032
H -0.36288 -1.30720 -0.68707
H 0.10963 -0.89333 0.97851


Name the least stable of them. w.


w.
8
Properties=species:S:1:pos:R:3 method="wB97M-V/def2-TZVPD" e_lumo_ev=-0.302 gap_ev=8.96 homo_energy_ev=-9.27 mol_weight_g_mol=69.1 spin_multiplicity=1
C 0.40815 0.08030 0.40369
C 0.40435 -1.33905 -1.91299
C -0.52533 -0.84445 -1.19252
N 1.00562 1.09389 0.85682
O 1.28369 -1.64043 -2.64166
H 0.45959 -0.69651 1.00019
H 0.97372 2.04737 0.42245
H -1.60169 -1.06707 -0.92910


x.
8
Properties=species:S:1:pos:R:3 method="wB97M-V/def2-TZVPD" e_lumo_ev=0.795 gap_ev=11.23 homo_energy_ev=-10.43 mol_weight_g_mol=69.1 spin_multiplicity=1 smiles="C#CC(N)=O"
C 1.88818 -0.80655 -0.63578
C 0.73283 -0.70713 -0.35418
C -0.99262 -0.32161 -0.04112
N -0.86126 0.88601 0.51273
O -1.90675 -1.05975 -0.22341
H 2.92675 -0.89892 -0.56394
H -0.18140 1.60802 0.29372
H -1.60573 1.29993 1.01197


Name the least stable of them. w.


w.
22
Properties=species:S:1:pos:R:3 method="wB97M-V/def2-TZVPD" e_lumo_ev=0.015 gap_ev=7.58 homo_energy_ev=-7.57 mol_weight_g_mol=149.2 spin_multiplicity=1 smiles="CCNc1cccccc1=O"
C 2.49167 -0.74655 0.86432
C 2.26129 -1.72254 -0.10916
C 2.21345 0.60889 0.67895
C 1.31236 -1.64404 -1.11071
C 1.40387 1.25101 -0.31506
C 0.15066 -0.76113 -1.18615
C 0.02206 0.50677 -0.64942
C -2.72464 0.83181 1.15124
C -2.20976 0.09728 -0.13121
N -1.18872 1.01429 -0.60906
O 1.64460 2.25149 -0.94938
H 3.18942 -1.04677 1.64283
H 2.68573 -2.72485 0.01157
H 2.76813 1.33853 1.26587
H 1.22279 -2.45235 -1.77894
H -1.27312 2.07782 -0.56392
H -0.79714 -1.17444 -1.67807
H -1.83762 1.09285 1.78910
H -3.13860 1.74970 0.71373
H -3.47130 0.24369 1.69772
H -2.97890 -0.01676 -0.87800
H -1.74621 -0.77469 0.14375


x.
22
Properties=species:S:1:pos:R:3 method="wB97M-V/def2-TZVPD" e_lumo_ev=0.782 gap_ev=9.73 homo_energy_ev=-8.94 mol_weight_g_mol=149.2 spin_multiplicity=1 smiles="CN(C)C(=O)c1ccccc1"
C 1.54103 1.24987 0.72685
C 3.24937 -0.26726 -0.20199
C 0.85637 -0.89708 -0.34715
C -0.58520 -0.52089 -0.31003
C -1.05669 0.61786 -0.86708
C -2.36802 0.85202 -0.82782
C -3.25894 0.03737 -0.09585
C -2.75684 -1.04005 0.57060
C -1.39446 -1.33150 0.49815
H 0.43905 1.39923 0.95732
H 1.79781 2.12913 0.42763
H 2.13885 1.19950 1.73343
H 3.76905 -0.41826 0.64967
H 3.65613 0.73823 -0.75402
H 3.38858 -1.26959 -0.98437
H -0.36959 1.23535 -1.27502
H -2.94186 1.66106 -1.32631
H -4.44818 0.26941 0.05964
H -3.47326 -1.60203 1.23843
H -1.26753 -2.13595 0.82423
N 1.87304 0.00882 0.04973
O 1.21130 -1.91523 -0.74605


Name the least stable of them. x.